A:
The following is a DFT calculation (the ωB97M-V functional and the def2-TZVPD basis) of one molecule with the formula C2H7N3O2.

Output
Frontier orbital gap = 10.2 eV
SMILES = CN(C)/[N+]([O-])=N/O
Highest occupied orbital energy = -9.315 eV
M = 105.1 g mol⁻¹

CARTESIAN COORDINATES (ANGSTROEM)
O (1.53, -1.24, -0.30)
O (3.01, 0.80, 0.04)
N (-0.39, -0.07, -0.32)
N (0.98, -0.17, -0.08)
N (1.60, 0.90, 0.17)
C (-0.98, 1.22, -0.09)
C (-1.16, -1.23, 0.14)
H (-1.89, -1.46, -0.57)
H (-1.61, -1.05, 1.10)
H (-0.31, 2.06, -0.49)
H (-0.70, -2.18, 0.19)
H (-1.09, 1.34, 0.98)
H (-1.99, 1.28, -0.74)
H (3.02, -0.18, -0.03)


B:
The following is a DFT calculation (the ωB97M-V functional and the def2-TZVPD basis) of a 2-piece molecular cluster, C2H7N3O2 overall.

Output
Frontier orbital gap = 9.9 eV
SMILES = C=NNC.O=NO
Highest occupied orbital energy = -9.144 eV
M = 105.1 g mol⁻¹

CARTESIAN COORDINATES (ANGSTROEM)
O (1.12, -0.86, 2.03)
O (0.27, -0.11, 3.79)
N (0.60, 0.16, -0.95)
N (-0.13, 0.29, 0.16)
N (1.03, -0.83, 3.30)
C (-1.39, 0.08, 0.33)
C (0.11, 0.17, -2.26)
H (1.41, 0.73, -0.72)
H (-2.07, -0.14, -0.56)
H (0.67, -0.28, 1.39)
H (-0.83, 0.71, -2.36)
H (-1.69, 0.22, 1.31)
H (0.92, 0.73, -2.91)
H (-0.01, -0.87, -2.56)


C:
The following is a DFT calculation (the ωB97M-V functional and the def2-TZVPD basis) of a 2-piece molecular cluster, C2H7N3O2 overall.

Output
Frontier orbital gap = 10.0 eV
Highest occupied orbital energy = -9.323 eV
M = 105.1 g mol⁻¹

CARTESIAN COORDINATES (ANGSTROEM)
O (1.15, -0.48, -0.45)
O (-0.52, 0.61, -1.50)
N (-1.71, -0.22, 0.69)
N (1.54, 0.52, -2.44)
N (0.15, -0.86, 1.84)
C (0.71, 0.18, -1.43)
C (-1.07, -0.34, 1.87)
H (0.68, -0.69, 0.80)
H (1.25, 1.19, -3.17)
H (0.61, -0.71, 2.73)
H (-2.66, 0.16, 0.77)
H (2.56, 0.52, -2.24)
H (-1.49, 0.14, 2.78)
H (-1.19, -0.03, -0.25)


D:
The following is a DFT calculation (the ωB97M-V functional and the def2-TZVPD basis) of a 2-piece molecular cluster, C2H7N3O2 overall.

Output
Frontier orbital gap = 7.8 eV
Highest occupied orbital energy = -8.016 eV
M = 105.1 g mol⁻¹

CARTESIAN COORDINATES (ANGSTROEM)
O (-0.49, -1.46, -0.58)
O (-1.08, -0.24, -2.41)
N (0.62, 0.07, 2.02)
N (1.08, -0.17, -1.69)
N (-1.36, 0.62, 0.97)
C (-0.07, 0.74, 1.09)
C (-0.26, -0.70, -1.58)
H (1.20, 0.20, -2.60)
H (1.76, -0.87, -1.51)
H (0.14, -0.55, 2.64)
H (0.42, 1.40, 0.35)
H (1.60, -0.07, 1.94)
H (-1.63, -0.34, 0.78)
H (-1.91, 1.37, 0.58)


Each structure's energy above the most stable one, in kcal/mol: A 139.2; B 134.8; C 0.0; D 30.3.


A:
The following is a DFT calculation (the ωB97M-V functional and the def2-TZVPD basis) of a 3-piece molecular cluster, C4H11NO4 overall.

Output
Frontier orbital gap = 10.4 eV
SMILES = O=CCCNC=O.O.O
Highest occupied orbital energy = -9.962 eV
M = 137.1 g mol⁻¹

CARTESIAN COORDINATES (ANGSTROEM)
O (0.92, -1.95, -0.06)
O (-2.93, 0.98, 0.39)
O (0.64, 1.63, -2.51)
O (-0.83, -2.93, -2.11)
N (-0.78, 1.04, 1.09)
C (-2.08, 0.68, 1.20)
C (0.29, 0.46, 1.91)
C (0.99, -0.74, -0.11)
C (1.48, 0.08, 1.04)
H (0.79, 1.12, -3.32)
H (-0.51, -2.76, -1.22)
H (0.61, -0.29, -1.04)
H (-0.50, 1.87, 0.59)
H (2.25, -0.46, 1.59)
H (0.55, 1.17, 2.69)
H (2.01, 0.95, 0.67)
H (-2.34, 0.12, 2.11)
H (-0.24, 2.00, -2.59)
H (-0.22, -2.52, -2.72)
H (-0.12, -0.43, 2.38)


B:
The following is a DFT calculation (the ωB97M-V functional and the def2-TZVPD basis) of C4H11NO4 as an isolated structure.

Output
Frontier orbital gap = 10.5 eV
Highest occupied orbital energy = -9.681 eV
M = 137.1 g mol⁻¹

CARTESIAN COORDINATES (ANGSTROEM)
O (-1.13, 0.04, -1.10)
O (1.38, 0.72, 1.01)
O (-1.59, -1.36, 0.65)
O (-1.27, 0.83, 1.30)
N (-3.28, 0.17, 0.59)
C (2.34, 0.07, 0.17)
C (1.94, -1.22, -0.49)
C (-1.94, -0.06, 0.59)
C (1.76, 1.35, -0.23)
H (-3.84, -0.51, 0.09)
H (2.68, -1.49, -1.25)
H (3.34, 0.08, 0.61)
H (2.33, 2.26, -0.10)
H (0.96, 1.35, -0.96)
H (-1.67, 0.50, -1.76)
H (1.90, -2.03, 0.24)
H (-0.29, 0.66, 1.26)
H (-1.05, -1.38, -0.21)
H (0.97, -1.12, -0.97)
H (-3.57, 1.13, 0.55)


Each structure's energy above the most stable one, in kcal/mol: A 0.0; B 27.5.


A:
The following is a DFT calculation (the ωB97M-V functional and the def2-TZVPD basis) of C15H19N3O3S as an isolated structure.

Output
Frontier orbital gap = 7.5 eV
Highest occupied orbital energy = -7.161 eV
M = 321.4 g mol⁻¹

CARTESIAN COORDINATES (ANGSTROEM)
S (-1.62, 2.90, 0.67)
O (-1.23, -2.10, 0.43)
O (5.17, 1.03, -0.63)
O (5.37, -1.15, -0.53)
N (-3.21, -3.41, 0.74)
N (-2.57, 0.92, -0.90)
N (-0.62, 0.76, 0.40)
C (1.85, 0.42, 0.77)
C (5.94, 0.04, -0.68)
C (3.00, 1.24, 0.26)
C (3.02, -1.73, 0.39)
C (-3.32, -1.46, -0.74)
C (0.58, 0.79, 1.09)
C (-2.47, -0.29, -1.49)
C (-4.39, -0.84, -0.03)
C (-3.83, 1.56, -1.04)
C (4.17, -1.06, -0.08)
C (-1.53, 1.33, 0.04)
C (-2.41, -2.37, 0.18)
C (-4.99, 0.43, -0.64)
C (4.00, 0.44, -0.02)
C (1.92, -1.07, 0.57)
H (-1.48, -0.78, -1.64)
H (-5.41, 0.02, -1.48)
H (-5.72, 1.20, -0.13)
H (-3.91, -2.00, -1.44)
H (6.30, 0.04, -1.73)
H (0.66, 2.23, 1.12)
H (-3.87, 2.21, -0.20)
H (1.11, -1.84, 1.02)
H (-3.94, 1.93, -1.91)
H (-3.92, -0.27, 0.86)
H (-2.72, -4.13, 1.44)
H (0.29, 0.66, 2.36)
H (-0.78, -0.35, 0.20)
H (-4.34, -3.43, 0.54)
H (-5.24, -1.30, 0.68)
H (2.80, 2.25, 0.45)
H (-2.82, -0.22, -2.44)
H (3.25, -2.75, 0.23)
H (6.96, 0.17, -0.45)


B:
The following is a DFT calculation (the ωB97M-V functional and the def2-TZVPD basis) of C15H19N3O3S as an isolated structure.

Output
Frontier orbital gap = 7.7 eV
Highest occupied orbital energy = -7.058 eV
M = 321.4 g mol⁻¹

CARTESIAN COORDINATES (ANGSTROEM)
S (-0.05, 1.50, -1.70)
O (5.19, 0.56, -0.73)
O (-0.83, -1.95, 0.60)
O (4.72, -1.50, -0.04)
N (-0.31, -1.75, -1.42)
N (-2.36, 1.06, -0.55)
N (-0.59, 2.09, 0.80)
C (5.59, -0.67, -0.49)
C (-0.98, 1.41, -0.41)
C (-2.70, 0.23, -1.55)
C (3.19, 1.64, 0.04)
C (-3.25, 1.06, 0.53)
C (0.86, 2.13, 0.80)
C (-1.12, -1.73, -0.51)
C (2.40, -1.17, 0.93)
C (-3.38, -0.43, 1.35)
C (1.55, -0.12, 0.90)
C (-2.63, -1.35, -0.96)
C (1.87, 1.29, 0.72)
C (-3.63, -1.58, 0.10)
C (3.71, -0.97, 0.29)
C (3.94, 0.46, -0.02)
H (0.62, -0.54, 1.47)
H (-2.33, -0.40, 1.81)
H (3.29, 2.59, -0.06)
H (-2.08, 0.22, -2.48)
H (0.68, -1.95, -1.08)
H (-3.56, -2.38, 0.53)
H (6.63, -0.66, -0.30)
H (1.05, 3.26, 0.14)
H (-3.70, 0.41, -1.79)
H (-0.64, -1.17, -2.29)
H (2.31, -2.13, 1.05)
H (-4.18, -0.46, 2.24)
H (5.86, -1.02, -1.51)
H (-3.02, -1.97, -1.71)
H (0.89, 2.70, 2.02)
H (-4.68, -1.23, 0.15)
H (-1.07, 1.62, 1.52)
H (-2.98, 1.68, 1.35)
H (-4.24, 1.25, 0.25)


Each structure's energy above the most stable one, in kcal/mol: A 12.4; B 0.0.


A:
The following is a DFT calculation (the ωB97M-V functional and the def2-TZVPD basis) of one molecule with the formula C6H6N2O2.

Output
Frontier orbital gap = 9.8 eV
SMILES = COC(=O)c1cnccn1
Highest occupied orbital energy = -9.801 eV
M = 138.1 g mol⁻¹

CARTESIAN COORDINATES (ANGSTROEM)
O (0.38, -0.06, -1.84)
O (-0.99, -1.61, -1.07)
N (0.58, 1.06, 0.60)
N (-0.72, -0.07, 2.78)
C (-0.24, -0.69, -0.88)
C (0.03, 1.05, 2.86)
C (-0.13, -0.05, 0.49)
C (-0.78, -0.61, 1.60)
C (0.34, -0.70, -3.14)
C (0.68, 1.60, 1.80)
H (-1.37, -1.52, 1.44)
H (1.19, 2.58, 1.90)
H (0.84, -0.03, -3.79)
H (0.81, -1.67, -3.11)
H (0.06, 1.46, 3.90)
H (-0.68, -0.74, -3.53)


B:
The following is a DFT calculation (the ωB97M-V functional and the def2-TZVPD basis) of C6H6N2O2 as an isolated structure.

Output
Frontier orbital gap = 9.3 eV
Highest occupied orbital energy = -9.576 eV
M = 138.1 g mol⁻¹

CARTESIAN COORDINATES (ANGSTROEM)
O (-0.67, -1.14, 2.21)
O (-2.26, 1.37, -1.06)
N (-1.39, -0.15, 0.31)
N (0.94, 0.08, 1.02)
C (2.14, -1.20, -1.41)
C (1.74, -2.29, -1.79)
C (1.10, 0.99, 0.09)
C (-1.29, 1.05, -0.50)
C (-0.33, -0.50, 1.25)
C (0.13, 1.71, -0.50)
H (1.24, -3.28, -1.99)
H (2.61, -0.32, -0.96)
H (-2.25, -0.45, 0.69)
H (0.23, 2.50, -1.17)
H (1.58, 0.21, 2.17)
H (2.11, 1.45, -0.02)


Each structure's energy above the most stable one, in kcal/mol: A 0.0; B 78.3.